Here is a cluster of 2 separate species, C3H8BrN2O in total from OMol25. Energies are from the ωB97M-V functional and the def2-TZVPD basis.

Geometry (Å):
C 1.10 0.10 0.76
C -1.92 -1.70 -2.18
C -1.78 -0.54 -1.55
N 0.87 0.43 1.95
N 1.49 0.99 -0.12
O 0.84 1.75 2.34
Br -1.84 -0.54 0.49
H -2.17 -2.62 -1.61
H 1.20 -0.94 0.40
H -1.69 -1.62 -3.23
H -1.62 0.41 -2.05
H 0.66 -0.28 2.68
H 1.90 0.64 -0.92
H 1.52 2.01 -0.01
H 1.44 1.91 3.06

The value obtained for the molecular weight is 168.01 g mol⁻¹. The net charge is +1. Its expectation value of S² is 2.0081. As for the HOMO-LUMO gap (alpha / beta): 5.81 / 8.32 eV. The value obtained for the LUMO energy (alpha / beta) is -3.35 / -5.88 eV. The spin multiplicity is 3.

natural (NBO) atomic charge list, values in e, 2 entries:
1 C 0.358
2 C -0.389